## w
DFT (the ωB97M-V functional and the def2-TZVPD basis) results for an isolated molecule of C2H8N4.

The SMILES is C[C@@H](N)/N=N/N. For the HOMO-LUMO gap, the calculation gives 10.37 eV.

Atoms and positions in Å:
C (-1.6392, -0.8996, 0.2499)
C (-0.7493, 0.0921, -0.5018)
N (-0.9575, 1.4266, 0.0156)
N (0.6046, -0.4237, -0.4745)
N (1.4527, 0.3420, 0.0515)
N (2.6976, -0.0985, 0.0322)
H (-1.3573, -0.9248, 1.3005)
H (-1.5215, -1.8935, -0.1710)
H (-2.6749, -0.5853, 0.1688)
H (-1.0399, 0.0931, -1.5627)
H (-0.6952, 1.4544, 0.9962)
H (-0.3588, 2.0842, -0.4729)
H (3.3433, 0.3838, 0.6324)
H (2.8954, -1.0508, -0.2642)

## x
DFT (the ωB97M-V functional and the def2-TZVPD basis) results for an isolated molecule of C2H8N4.

The SMILES is C/C(=N/N)NN. For the HOMO-LUMO gap, the calculation gives 8.13 eV.

Atoms and positions in Å:
C (-0.5405, 1.3557, -0.8425)
C (0.0050, 0.3465, 0.1054)
N (0.2087, 0.6141, 1.3401)
N (1.2732, 0.0709, 2.0758)
N (0.0605, -0.9852, -0.2451)
N (-0.7068, -1.4105, -1.3498)
H (0.0478, 1.3424, -1.7586)
H (-1.5680, 1.1114, -1.1060)
H (-0.5257, 2.3365, -0.3761)
H (2.0692, -0.1697, 1.4873)
H (1.5111, 0.7297, 2.8090)
H (0.0108, -1.4306, 0.7414)
H (-1.6280, -1.7433, -1.0648)
H (-0.2170, -2.1678, -1.8163)

The data favor w; the next most stable structure lies 155.8 kJ/mol above it.

## w
DFT (the ωB97M-V functional and the def2-TZVPD basis) results for a 11-piece molecular cluster, C19H60O11 overall.

The SMILES is CCO.CCO.CCO.CCO.CCO.CCO.CCO.CCO.CO.CO.CO. For the HOMO-LUMO gap, the calculation gives 9.80 eV.

Atoms and positions in Å:
C (-2.0377, 0.3574, -3.6673)
C (-2.1242, 1.7940, -4.1979)
O (-1.7803, 1.6526, -5.5524)
H (-1.2448, -0.3289, -3.9756)
H (-2.9720, -0.0811, -3.9586)
H (-1.9617, 0.3432, -2.5373)
H (-1.4400, 2.4458, -3.6119)
H (-3.0990, 2.1872, -3.9411)
H (-1.4787, 2.4636, -5.8742)
C (1.3181, 2.2569, -3.1886)
C (0.9046, 3.6663, -2.6686)
O (1.7396, 4.7757, -3.1118)
H (2.2741, 1.9625, -2.7782)
H (1.2730, 2.1970, -4.1957)
H (0.5807, 1.4814, -2.8592)
H (0.7617, 3.4819, -1.5908)
H (-0.1111, 3.8475, -2.9088)
H (1.2082, 5.4150, -3.6196)
C (-1.2367, -2.8045, -1.3154)
C (-1.1882, -3.7457, -2.4955)
O (-1.1462, -2.9313, -3.7085)
H (-0.7236, -3.1916, -0.4018)
H (-2.1577, -2.4588, -1.1042)
H (-0.6050, -1.9789, -1.4306)
H (-1.9645, -4.4544, -2.3662)
H (-0.3649, -4.4554, -2.4934)
H (-0.4399, -3.2944, -4.2355)
C (-3.6991, -0.7931, 1.1718)
C (-3.8280, -0.1308, -0.2064)
O (-3.1724, 1.0349, 0.0859)
H (-2.6807, -0.9857, 1.4151)
H (-4.2702, -1.6952, 1.3815)
H (-4.1966, -0.1401, 1.9359)
H (-4.8821, 0.0760, -0.4066)
H (-3.4492, -0.8169, -0.9491)
H (-2.2576, 0.7753, 0.2290)
C (2.9844, -3.4868, -3.1068)
C (2.5746, -2.6681, -1.9048)
O (2.1030, -1.4019, -2.3363)
H (3.6644, -2.9619, -3.7271)
H (2.0595, -3.8660, -3.5845)
H (3.4823, -4.3395, -2.6249)
H (3.4056, -2.3763, -1.3019)
H (1.7953, -3.1614, -1.3578)
H (2.8316, -0.9732, -2.8122)
C (3.1071, 2.0223, 4.1641)
C (2.1946, 0.7978, 4.0103)
O (0.9945, 1.1685, 3.3597)
H (4.0773, 1.8287, 4.6884)
H (2.6397, 2.6552, 4.9581)
H (3.3215, 2.6024, 3.2085)
H (1.8668, 0.3050, 4.9773)
H (2.6621, -0.0749, 3.4740)
H (0.4229, 0.4799, 3.3832)
C (3.5677, 1.1150, -0.2288)
C (3.1214, 2.4856, 0.1556)
O (1.7678, 2.5373, 0.5218)
H (2.9842, 0.8086, -1.0584)
H (3.2780, 0.3652, 0.5711)
H (4.6067, 1.1049, -0.4846)
H (3.2256, 3.1409, -0.5517)
H (3.7089, 2.8788, 0.9415)
H (1.5797, 3.3197, 0.9879)
C (-0.9073, -1.8594, 3.7546)
C (-2.2681, -1.7928, 4.3965)
O (-3.0513, -2.6892, 3.5799)
H (-0.2834, -2.6795, 4.0691)
H (-0.3396, -0.9636, 4.0361)
H (-1.0121, -1.8103, 2.6570)
H (-2.7131, -0.7796, 4.3574)
H (-2.3317, -2.0680, 5.4326)
H (-3.9801, -2.6414, 3.8846)
C (1.5587, -1.9428, 1.5077)
O (2.0881, -3.0278, 2.0613)
H (0.7060, -2.0732, 0.8610)
H (2.3893, -1.3369, 1.1289)
H (1.2485, -1.2889, 2.3045)
H (2.3432, -2.8319, 2.9496)
C (-2.7913, 2.6987, 2.9192)
O (-2.4942, 1.3702, 3.1823)
H (-2.5822, 3.1084, 1.8986)
H (-2.3840, 3.4061, 3.5988)
H (-3.8575, 2.8971, 2.9233)
H (-1.7175, 1.2544, 2.6666)
C (-0.3663, 0.2352, -0.1927)
O (-0.3417, 0.9813, 0.9806)
H (0.6402, -0.1395, -0.2575)
H (-0.6365, 0.9193, -1.0160)
H (-1.0245, -0.5926, 0.0338)
H (0.5331, 1.4132, 1.0921)

## x
DFT (the ωB97M-V functional and the def2-TZVPD basis) results for a 11-piece molecular cluster, C19H60O11 overall.

The SMILES is CC(C)O.CC(C)O.CC(C)O.CCO.CCO.CCO.CCO.CCO.O.O.O. For the HOMO-LUMO gap, the calculation gives 9.05 eV.

Atoms and positions in Å:
C (3.9256, 1.9874, -4.6798)
C (3.4747, 1.7814, -3.2188)
C (3.7669, 0.3105, -2.6426)
O (4.3302, 2.5850, -2.3953)
H (3.2096, 1.4069, -5.2617)
H (4.9362, 1.6282, -4.8741)
H (3.8463, 3.0364, -4.9649)
H (2.4970, 2.2192, -3.0176)
H (3.5739, 0.1485, -1.5821)
H (4.7405, -0.1691, -2.7442)
H (3.1245, -0.3773, -3.1924)
H (4.2354, 2.2619, -1.4963)
C (-2.6358, -2.5734, 2.2083)
C (-3.5365, -2.9362, 1.0104)
C (-3.1764, -2.1905, -0.3731)
O (-3.5964, -4.3139, 0.7401)
H (-2.4714, -1.5044, 2.3438)
H (-1.7348, -3.1688, 2.3561)
H (-3.1574, -2.9510, 3.0877)
H (-4.5732, -2.7056, 1.2557)
H (-3.7678, -2.5913, -1.1964)
H (-2.1195, -2.4130, -0.5200)
H (-3.3172, -1.1099, -0.3500)
H (-3.0807, -4.4812, -0.0521)
C (-3.5306, 1.9954, 0.8487)
C (-4.6114, 2.0074, 1.9694)
C (-4.6563, 0.7754, 2.8451)
O (-4.5969, 3.2214, 2.7388)
H (-2.5307, 1.8556, 1.2595)
H (-3.6407, 2.9585, 0.3503)
H (-3.7702, 1.2127, 0.1289)
H (-5.5975, 1.9626, 1.5073)
H (-4.5272, -0.1691, 2.3166)
H (-5.6435, 0.7777, 3.3073)
H (-3.8634, 0.7589, 3.5928)
H (-4.1025, 3.8945, 2.2654)
C (3.4263, 3.8686, 0.7461)
C (3.4443, 2.4265, 1.2758)
O (3.8616, 1.5300, 0.3146)
H (2.7068, 3.9108, -0.0716)
H (4.3536, 4.1315, 0.2369)
H (3.3796, 4.6424, 1.5124)
H (2.4754, 2.0853, 1.6402)
H (4.1291, 2.4748, 2.1225)
H (3.8992, 0.6875, 0.7732)
C (1.2241, -1.7379, 5.3630)
C (1.3259, -0.3242, 4.7713)
O (0.1386, -0.1369, 4.1145)
H (0.7858, -2.5540, 4.7886)
H (0.6484, -1.8319, 6.2838)
H (2.2651, -2.0336, 5.4939)
H (2.1362, -0.1616, 4.0606)
H (1.3197, 0.4200, 5.5677)
H (-0.0687, 0.7878, 3.9609)
C (0.2444, -0.5426, -1.2086)
C (-0.5054, 0.1744, -0.1038)
O (0.3933, 0.7508, 0.8604)
H (0.4808, -1.5249, -0.7997)
H (1.1734, -0.0058, -1.4004)
H (-0.1864, -0.6320, -2.2059)
H (-1.2104, -0.5065, 0.3731)
H (-1.1421, 0.9877, -0.4519)
H (-0.0983, 1.3879, 1.3838)
C (-3.0346, -1.2028, -5.4315)
C (-2.7093, -1.0351, -3.9076)
O (-1.9817, 0.1673, -3.8274)
H (-3.7115, -0.5413, -5.9722)
H (-3.5309, -2.1718, -5.4855)
H (-2.0951, -1.3473, -5.9649)
H (-2.0887, -1.8296, -3.4931)
H (-3.6067, -0.8866, -3.3070)
H (-2.2061, 0.7597, -3.1060)
C (4.3231, -3.0425, -1.1364)
C (2.9864, -3.6374, -1.5657)
O (2.1096, -3.7639, -0.5312)
H (4.9896, -3.0422, -1.9989)
H (4.8193, -3.5674, -0.3201)
H (4.1778, -2.0517, -0.7062)
H (3.1103, -4.5883, -2.0839)
H (2.5087, -3.0092, -2.3176)
H (1.9618, -2.9138, -0.1104)
O (-0.5992, 2.4317, 3.4895)
H (-1.5456, 2.3108, 3.4122)
H (-0.4983, 3.1248, 4.1420)
O (2.6681, -0.7138, 1.4073)
H (2.5509, -0.8000, 2.3534)
H (1.8671, -0.2863, 1.1043)
O (-2.7313, 2.3680, -2.4985)
H (-2.1542, 3.1069, -2.6915)
H (-3.6029, 2.7569, -2.4252)

The data favor x; the next most stable structure lies 438.2 kJ/mol above it.

## w
DFT (the ωB97M-V functional and the def2-TZVPD basis) results for C28H23IIrN3O4S as an isolated structure.

The multiplicity is 2. For the HOMO-LUMO gap (spin up / spin down), the calculation gives 6.96 / 5.38 eV. The total charge is +1.

Atoms and positions in Å:
Ir (0.0781, -0.0577, 0.1380)
O (0.9979, -0.3726, -1.6389)
C (1.1267, -1.3599, -2.4772)
C (1.8948, -1.1536, -3.6406)
C (2.0172, -2.1355, -4.5915)
C (1.3840, -3.3796, -4.4318)
C (0.6677, -3.6128, -3.2933)
C (0.5374, -2.6212, -2.2967)
C (-0.1615, -2.9284, -1.1089)
N (-0.4413, -2.1383, -0.1334)
C (-1.0962, -2.6754, 1.0416)
C (-2.0493, -1.6391, 1.5434)
N (-1.2848, -0.4301, 1.7550)
C (-1.2393, 0.1056, 2.9229)
C (-0.5577, 1.2924, 3.2881)
C (-0.5787, 1.7212, 4.6312)
C (0.0369, 2.8812, 5.0109)
C (0.6893, 3.6556, 4.0382)
C (0.7252, 3.2546, 2.7246)
C (0.1040, 2.0611, 2.3167)
O (0.1403, 1.7304, 1.0503)
H (2.3823, -0.1930, -3.7435)
H (2.6144, -1.9454, -5.4737)
H (1.4806, -4.1419, -5.1913)
H (0.1899, -4.5736, -3.1399)
H (-0.4811, -3.9668, -1.0175)
H (-0.3400, -2.8682, 1.8083)
H (-1.6197, -3.6079, 0.8267)
H (-2.5399, -1.9854, 2.4541)
H (-2.8163, -1.4444, 0.7898)
H (-1.7872, -0.3895, 3.7252)
H (-1.0990, 1.1163, 5.3650)
H (0.0165, 3.2063, 6.0412)
H (1.1669, 4.5838, 4.3236)
H (1.2252, 3.8379, 1.9628)
O (6.4418, 2.6103, 4.9392)
C (6.4124, 2.5506, 3.5940)
O (7.2217, 3.1355, 2.9353)
C (5.3255, 1.7189, 2.9778)
C (4.0656, 1.5903, 3.5541)
C (3.0858, 0.8356, 2.9337)
C (3.3681, 0.1808, 1.7340)
S (2.2512, -0.9381, 0.9901)
C (4.6226, 0.3364, 1.1398)
C (5.5877, 1.1122, 1.7548)
H (5.7906, 2.0290, 5.3488)
H (3.8283, 2.0979, 4.4825)
H (2.1085, 0.7299, 3.3870)
H (4.8276, -0.1557, 0.1985)
H (6.5571, 1.2572, 1.2974)
I (-0.2918, 4.0470, -4.3124)
C (-1.2497, 2.5107, -3.2801)
C (-2.4305, 1.9594, -3.7537)
C (-3.0370, 0.9555, -3.0130)
C (-2.4334, 0.5314, -1.8454)
N (-1.2806, 1.0471, -1.4141)
C (-0.6990, 2.0227, -2.1077)
H (-2.8691, 2.3019, -4.6808)
H (-3.9626, 0.5075, -3.3452)
H (-2.8807, -0.2408, -1.2337)
H (0.2288, 2.4181, -1.7137)

## x
DFT (the ωB97M-V functional and the def2-TZVPD basis) results for C28H23IIrN3O4S as an isolated structure.

The multiplicity is 2. For the HOMO-LUMO gap (spin up / spin down), the calculation gives 7.63 / 6.31 eV. The total charge is +1.

Atoms and positions in Å:
Ir (1.2537, 1.4077, -0.5977)
O (-0.1315, 2.3630, -1.6278)
C (-0.8460, 3.3507, -1.0901)
C (-2.1552, 3.5301, -1.5512)
C (-2.9671, 4.4893, -0.9867)
C (-2.5105, 5.3263, 0.0362)
C (-1.2147, 5.2013, 0.4689)
C (-0.3663, 4.2229, -0.0787)
C (1.0094, 4.1907, 0.3099)
N (1.8282, 3.3052, -0.1506)
C (3.2743, 3.4716, 0.0850)
C (3.9644, 2.2680, -0.5514)
N (3.1905, 1.1318, -0.0672)
C (3.7512, 0.1591, 0.5536)
C (3.0218, -0.8297, 1.2836)
C (3.6698, -1.9530, 1.8269)
C (3.0030, -2.8030, 2.6713)
C (1.6759, -2.5119, 3.0153)
C (1.0188, -1.4180, 2.5025)
C (1.6743, -0.5597, 1.6021)
O (0.9852, 0.4605, 1.1312)
H (-2.5090, 2.8812, -2.3392)
H (-3.9850, 4.5907, -1.3412)
H (-3.1656, 6.0699, 0.4666)
H (-0.8249, 5.8593, 1.2364)
H (1.3992, 5.0109, 0.9132)
H (3.4818, 3.5144, 1.1563)
H (3.6218, 4.3961, -0.3767)
H (5.0108, 2.2036, -0.2520)
H (3.9013, 2.3182, -1.6396)
H (4.8397, 0.1363, 0.5917)
H (4.7064, -2.1348, 1.5676)
H (3.4956, -3.6712, 3.0847)
H (1.1524, -3.1642, 3.7030)
H (-0.0045, -1.1915, 2.7708)
O (-5.9384, -4.7893, 0.7634)
C (-5.1580, -4.4511, -0.2819)
O (-5.1065, -5.1395, -1.2581)
C (-4.3656, -3.1821, -0.1512)
C (-3.8737, -2.7337, 1.0740)
C (-3.1251, -1.5759, 1.1340)
C (-2.8759, -0.8227, -0.0302)
S (-2.0608, 0.6808, 0.0610)
C (-3.3562, -1.3090, -1.2644)
C (-4.0801, -2.4794, -1.3224)
H (-5.9476, -4.0901, 1.4276)
H (-4.0400, -3.3057, 1.9795)
H (-2.7290, -1.2220, 2.0766)
H (-3.1364, -0.7486, -2.1635)
H (-4.4447, -2.8685, -2.2633)
I (-0.4289, -4.3458, -0.1517)
C (0.7297, -2.8866, -1.0592)
C (1.7848, -3.2168, -1.8922)
C (2.4993, -2.1870, -2.4857)
C (2.1511, -0.8814, -2.2131)
N (1.1447, -0.5581, -1.3826)
C (0.4446, -1.5522, -0.8270)
H (2.0361, -4.2507, -2.0861)
H (3.3170, -2.3910, -3.1620)
H (2.6694, -0.0544, -2.6788)
H (-0.3591, -1.2610, -0.1699)

The data favor w; the next most stable structure lies 21.3 kJ/mol above it.